DFT (ωB97M-V/def2-TZVPD) results for 7 unconnected molecules or ions with the total composition C38H106N15O9P5S2.

Geometry as XYZ:
```
175
Properties=species:S:1:pos:R:3:lowdin_charge:R:1
O 0.60108 -1.89332 5.00514 -0.302
P 1.80566 -1.25790 5.66286 0.549
N 1.67376 0.40043 5.59667 -0.317
C 0.41954 1.03217 5.36175 -0.124
C 2.73137 1.30888 5.96784 -0.097
N 3.20434 -1.70495 4.85982 -0.278
C 4.53237 -1.21915 5.22452 -0.144
C 3.08534 -2.08644 3.45609 -0.107
N 2.14097 -1.54572 7.25297 -0.306
C 1.18387 -1.06958 8.25980 -0.088
C 2.82887 -2.75751 7.69519 -0.110
H 0.36482 1.71464 4.50106 0.076
H 0.26453 1.56104 6.30398 0.082
H -0.34864 0.26050 5.21588 0.063
H 2.48739 1.78559 6.92817 0.089
H 2.95697 2.07542 5.18609 0.086
H 3.61393 0.70846 6.11474 0.036
H 4.77512 -1.03696 6.29964 0.096
H 5.28861 -1.95685 4.97054 0.080
H 4.89074 -0.36083 4.70169 0.063
H 3.74034 -2.93231 3.18497 0.090
H 2.10243 -2.41391 3.21131 0.035
H 3.39092 -1.26648 2.72780 0.093
H 1.69278 -0.37479 8.92708 0.083
H 0.39999 -0.48564 7.72029 0.080
H 0.67850 -1.91748 8.76728 0.096
H 3.36667 -2.56633 8.63977 0.090
H 3.53424 -3.05356 6.92341 0.065
H 2.17202 -3.58856 7.94780 0.080
O 4.81539 -2.12872 -5.06144 -0.301
P 3.60773 -2.65429 -4.33398 0.530
N 2.98923 -4.16260 -4.74267 -0.308
C 4.12269 -5.05506 -4.97765 -0.120
C 1.79436 -4.26645 -5.58245 -0.103
N 2.26950 -1.66359 -4.35466 -0.274
C 1.17938 -1.81145 -3.28104 -0.028
C 2.02445 -0.75161 -5.46805 -0.098
N 3.91757 -2.90981 -2.70848 -0.327
C 3.46558 -3.98865 -1.92942 -0.144
C 4.55958 -1.85502 -1.98154 -0.112
H 4.95236 -4.55028 -5.48446 0.073
H 3.81073 -5.82488 -5.69829 0.085
H 4.46666 -5.57958 -4.08563 0.074
H 1.53165 -5.32021 -5.58397 0.079
H 1.85599 -3.84948 -6.63330 0.102
H 0.93181 -3.82200 -5.08576 0.055
H 0.61991 -0.92464 -3.29572 0.037
H 0.53438 -2.65524 -3.48825 0.063
H 1.67852 -1.98372 -2.36347 0.037
H 1.41889 -1.19508 -6.22309 0.061
H 1.57978 0.17354 -5.01302 0.074
H 2.98275 -0.40992 -5.87394 0.080
H 2.68976 -4.52669 -2.43437 0.072
H 4.25622 -4.67751 -1.60935 0.090
H 2.96239 -3.53215 -1.05417 0.063
H 4.27066 -1.90819 -0.90691 0.088
H 4.24228 -0.87631 -2.33990 0.074
H 5.62204 -1.92253 -2.16160 0.080
O -5.16488 -3.45230 -4.06178 -0.321
P -4.95616 -2.91177 -2.66401 0.576
N -4.61847 -1.25462 -2.78263 -0.293
C -4.40758 -0.82921 -4.14023 -0.117
C -4.81418 -0.23687 -1.75804 -0.069
N -3.61297 -3.45506 -1.77306 -0.321
C -3.72297 -4.78169 -1.28448 -0.146
C -2.29927 -2.97423 -2.12760 -0.102
N -6.29283 -3.17780 -1.75915 -0.311
C -6.26664 -3.12135 -0.25595 -0.095
C -7.33049 -4.03215 -2.25232 -0.133
H -3.38043 -0.52069 -4.26959 0.042
H -5.05914 -0.01262 -4.34073 0.074
H -4.58751 -1.66791 -4.76512 0.049
H -5.70898 0.30007 -2.00223 0.075
H -3.91768 0.43873 -1.77857 0.082
H -4.83477 -0.67838 -0.81872 0.039
H -3.32058 -4.83242 -0.26060 0.084
H -4.82347 -4.96235 -1.36637 0.071
H -3.17729 -5.60421 -1.89325 0.109
H -1.65336 -3.87239 -2.30524 0.091
H -2.31481 -2.31461 -3.00507 0.071
H -1.91046 -2.32048 -1.28693 0.081
H -7.15099 -2.55834 0.08338 0.089
H -6.38259 -4.16574 0.06416 0.077
H -5.36930 -2.69548 0.15906 0.053
H -7.12586 -4.27138 -3.28267 0.062
H -8.33819 -3.55834 -2.17907 0.094
H -7.37750 -4.93724 -1.61309 0.083
O -1.28216 0.66931 -2.95770 -0.310
P -1.44533 2.09538 -3.37824 0.507
N -2.71425 3.04780 -2.84944 -0.308
C -3.88966 3.33813 -3.66482 -0.100
C -2.80046 3.40888 -1.48282 -0.130
N -1.55851 2.15945 -4.99810 -0.276
C -1.58372 0.93038 -5.76130 -0.105
C -1.47324 3.39005 -5.87752 -0.061
N -0.17981 2.89299 -2.71854 -0.257
C -0.04916 4.35223 -2.92175 -0.099
C 1.08826 2.29255 -3.04760 -0.121
H -4.88822 3.08104 -3.24434 0.094
H -3.79172 2.83865 -4.64702 0.077
H -3.91006 4.38621 -3.88764 0.067
H -3.72516 2.92791 -1.11174 0.092
H -2.77031 4.51547 -1.26049 0.104
H -1.94873 3.01202 -0.97059 0.052
H -0.71355 0.74841 -6.33867 0.067
H -1.67699 0.10589 -5.09718 0.043
H -2.36100 0.98992 -6.46562 0.072
H -1.76927 4.27385 -5.24009 0.081
H -0.47574 3.60948 -6.27232 0.082
H -2.23769 3.30834 -6.63622 0.074
H -1.01834 4.84144 -2.92680 0.069
H 0.51105 4.81599 -2.13886 0.048
H 0.48613 4.65541 -3.80432 0.077
H 1.89890 2.68535 -2.41441 0.078
H 1.43658 2.52214 -4.06441 0.089
H 1.00567 1.22837 -2.92124 0.042
O 2.51030 4.69723 -0.81028 -0.310
P 2.77487 4.59112 0.65973 0.504
N 3.92967 5.63487 1.05979 -0.333
C 4.49976 5.65629 2.41018 -0.110
C 4.60738 6.40613 0.03056 -0.088
N 3.11754 2.98699 0.99864 -0.274
C 4.14340 2.45644 0.01340 -0.066
C 3.34631 2.34084 2.25137 -0.163
N 1.50466 4.96315 1.72353 -0.271
C 0.39932 3.92264 1.67848 -0.084
C 1.10362 6.34072 2.06948 -0.107
H 4.47129 6.69349 2.84692 0.093
H 5.56867 5.41491 2.43898 0.077
H 4.02781 4.94761 3.09483 0.066
H 4.30247 5.96851 -0.94007 0.076
H 5.67376 6.24461 0.22187 0.078
H 4.25636 7.48157 0.21589 0.110
H 5.12415 2.81042 0.36955 0.093
H 3.97452 1.41929 -0.07902 0.055
H 3.96948 2.91153 -0.94746 0.057
H 3.45638 1.26282 2.15956 0.063
H 4.27586 2.57214 2.89938 0.100
H 2.52974 2.67622 2.88928 0.056
H -0.05763 3.96667 0.69606 0.065
H 0.84400 2.99004 1.85041 0.009
H -0.42065 4.09999 2.43828 0.109
H 2.00196 6.93070 2.31031 0.065
H 0.53545 6.27231 3.00663 0.076
H 0.45251 6.93001 1.38052 0.089
C -2.86605 -1.63019 4.40820 -0.212
C -3.29427 -0.09189 4.56497 -0.180
C -4.40272 0.02671 3.52345 -0.224
S -5.49444 -1.43385 3.82116 0.719
O -6.05347 -2.03608 2.61702 -0.349
O -6.34151 -1.06981 4.95680 -0.352
C -4.10662 -2.49099 4.44830 -0.213
H -2.15850 -2.02061 5.15246 0.104
H -2.30517 -1.75251 3.50695 0.071
H -2.42707 0.53049 4.20275 0.092
H -3.60974 0.02685 5.61005 0.119
H -4.05597 -0.00655 2.47593 0.081
H -4.93668 0.95571 3.67437 0.099
H -4.07343 -3.35121 3.78500 0.092
H -4.51533 -2.85071 5.42887 0.114
C 0.68146 -1.76726 0.33628 -0.207
C 1.11737 -0.39766 -0.12607 -0.219
C -0.13957 0.46766 -0.12636 -0.213
S -1.07138 -0.05265 1.32374 0.659
O -2.40570 -0.35082 0.88931 -0.325
O -0.97741 0.91829 2.36886 -0.322
C -0.14756 -1.62699 1.62595 -0.166
H 1.51263 -2.56131 0.39712 0.127
H 0.08918 -2.17308 -0.46442 0.079
H 1.50125 -0.33508 -1.11819 0.076
H 1.85182 0.05534 0.50421 0.090
H -0.79007 0.27993 -1.01160 0.077
H 0.05972 1.56955 -0.05551 0.104
H -0.95972 -2.29414 1.75920 0.079
H 0.42096 -1.51533 2.54660 0.064
```

Values from the calculation:
Energy: -5513.26645 Ha
SMILES: CN(C)P(=O)(N(C)C)N(C)C.CN(C)P(=O)(N(C)C)N(C)C.CN(C)P(=O)(N(C)C)N(C)C.CN(C)P(=O)(N(C)C)N(C)C.CN(C)P(=O)(N(C)C)N(C)C.O=S1(=O)CCCC1.O=S1(=O)CCCC1
HOMO level: -0.2907 Eh
Net charge: 0
2S+1: 1
HOMO-LUMO gap: 8.16 eV